Molecular formula: C28H30BrF9N2O8S
Method: DFT, wB97M-V/def2-TZVPD

Last column: Mulliken charge in e.
Element x y z (Å)
O -2.561 3.718 1.972  -0.3249
N -1.884 2.890 1.529  0.3450
O -1.637 1.829 2.488  -0.2951
C -2.585 0.770 2.285  -0.6143
C -1.981 -0.568 1.959  0.5982
C -2.521 -1.689 2.592  -1.0788
C -2.046 -2.962 2.320  -1.0474
C -1.008 -3.130 1.418  -0.6416
C -0.449 -2.035 0.770  0.6117
C -0.942 -0.757 1.050  0.6236
S -0.181 0.581 0.161  -0.0691
C 0.005 -0.216 -1.413  0.9522
C -0.226 0.459 -2.599  -0.7646
C -0.078 -0.204 -3.812  -0.7540
C 0.281 -1.551 -3.814  0.6644
C 0.414 -2.307 -5.123  -1.2009
C -0.623 -1.947 -6.171  -0.7584
C -2.098 -2.258 -5.836  -0.5391
Br -2.398 -3.571 -4.441  -0.1863
C 0.521 -2.210 -2.616  -0.7543
C 0.381 -1.554 -1.399  -0.1599
N 0.603 -2.212 -0.166  -0.2058
H -3.216 0.676 3.165  0.4281
H -3.247 1.045 1.457  0.2341
H -3.338 -1.535 3.282  0.3501
H -2.473 -3.830 2.794  0.4206
H -0.663 -4.138 1.226  0.3588
H -0.519 1.497 -2.540  0.5336
H -0.250 0.358 -4.716  0.3086
H 1.402 -2.104 -5.541  0.4478
H 0.399 -3.373 -4.912  0.4127
H -0.579 -0.884 -6.395  0.3195
H -0.374 -2.443 -7.106  0.4035
H -2.565 -2.678 -6.719  0.4053
H -2.652 -1.354 -5.620  0.3481
H 0.816 -3.252 -2.651  0.2819
H 0.670 -3.202 -0.371  0.3059
C 4.220 -3.710 5.552  -1.1023
C 4.094 -4.501 4.269  -0.2198
O 2.970 -5.404 4.321  -0.3291
C 1.788 -4.870 4.052  0.3562
O 1.561 -3.732 3.773  -0.4834
C 0.703 -5.960 4.103  0.9224
F 0.845 -6.751 5.171  -0.2536
F 0.771 -6.733 3.008  -0.2771
F -0.507 -5.411 4.147  -0.2257
H 4.277 -4.381 6.410  0.3052
H 5.117 -3.093 5.526  0.3728
H 3.358 -3.059 5.698  0.3135
H 4.966 -5.135 4.123  0.3160
H 4.006 -3.849 3.401  0.3188
C -4.274 3.749 -0.570  -0.9220
C -5.266 4.649 -1.274  -0.5292
O -4.619 5.430 -2.298  -0.3220
C -4.420 4.820 -3.456  0.3532
O -4.721 3.698 -3.736  -0.5156
C -3.761 5.794 -4.447  0.8896
F -2.765 6.476 -3.870  -0.2443
F -4.666 6.675 -4.893  -0.2526
F -3.267 5.138 -5.492  -0.2368
H -3.447 4.333 -0.180  0.3432
H -4.757 3.223 0.252  0.3588
H -3.861 3.011 -1.260  0.3571
H -5.688 5.371 -0.579  0.3808
H -6.092 4.083 -1.704  0.3438
C 2.408 3.162 0.939  -0.8799
C 3.145 3.729 2.131  -0.3711
O 4.371 3.010 2.379  -0.3231
C 5.410 3.359 1.637  0.3465
O 5.440 4.202 0.792  -0.5143
C 6.639 2.530 2.052  0.9037
F 6.328 1.238 2.205  -0.2434
F 7.122 2.981 3.218  -0.2550
F 7.599 2.623 1.139  -0.2414
H 2.233 2.094 1.069  0.2605
H 1.447 3.661 0.814  0.3553
H 2.985 3.290 0.023  0.3293
H 2.553 3.612 3.036  0.3135
H 3.356 4.791 2.009  0.3421

The HOMO energy comes out at -7.8 eV. The structure (SMILES) is O=NOCc1cccc2c1Sc1ccc(CCCBr)cc1N2.CCOC(=O)C(F)(F)F.CCOC(=O)C(F)(F)F.CCOC(=O)C(F)(F)F. The lowest unoccupied orbital energy comes out at -0.5 eV. Its net charge is 0. As for the HOMO-LUMO gap: 0.2713 Eh. For the energy, the calculation gives -154216.535 eV.

---

Molecular formula: C12H24Cl2N3NdO2P2
Method: DFT, wB97M-V/def2-TZVPD

Last column: Mulliken charge in e.
Element x y z (Å)
C 0.141 3.671 -0.638  -0.8967
C 0.660 2.593 0.107  0.9373
H 0.455 4.639 -0.186  0.3669
H -0.960 3.542 -0.663  0.3865
H 0.462 3.574 -1.702  0.2493
O 1.313 2.191 1.001  -0.1791
Cl -1.091 1.467 -2.562  -0.4670
Nd 0.304 -0.548 -1.367  0.9786
P 2.770 0.892 -2.166  0.8860
C 4.446 0.643 -1.504  -1.3261
C 2.854 -0.170 -3.673  -1.3512
H 2.027 2.796 -3.460  0.3650
H 3.814 2.538 -3.594  0.4578
H 3.085 3.294 -2.124  0.3782
C 2.945 2.548 -2.913  -1.3451
H 1.853 -0.268 -4.121  0.4410
H 3.531 0.309 -4.393  0.4030
H 5.189 0.932 -2.267  0.4208
H 4.580 -0.410 -1.228  0.4019
H 3.211 -1.175 -3.415  0.4067
H 4.569 1.251 -0.601  0.3842
C 2.027 -0.271 0.571  0.1166
O 2.838 -0.328 1.399  -0.1077
Cl 0.873 -3.050 -1.532  -0.3910
C -4.028 -1.489 1.630  -0.8612
N -3.037 -2.203 0.800  0.0631
C -2.188 -3.053 1.638  -0.9928
N -1.525 -2.299 2.722  0.0831
C -2.551 -1.583 3.528  -0.8581
N -3.410 -0.696 2.716  0.1349
C -2.647 0.444 2.186  -0.9573
P -1.250 -0.093 1.088  0.6786
C -2.226 -1.274 -0.029  -0.8807
C -0.495 -1.384 2.225  -0.8697
H -4.670 -2.257 2.095  0.3141
H -4.626 -0.824 0.990  0.3819
H -1.420 -3.527 1.016  0.4152
H -2.821 -3.829 2.096  0.3070
H -2.044 -0.990 4.306  0.3789
H -3.203 -2.354 3.978  0.3142
H -3.320 1.101 1.602  0.4359
H -2.241 1.034 3.027  0.4486
H -1.570 -1.925 -0.662  0.5714
H -2.885 -0.672 -0.679  0.4455
H -0.028 -0.843 3.066  0.3749
H 0.289 -1.944 1.695  0.5569

The HOMO energy (alpha / beta) comes out at -14.3 / -14.3 eV. The lowest unoccupied orbital energy (alpha / beta) comes out at -9.5 / -9.4 eV. As for the expectation value of S²: 3.755. Its net charge is +2. As for the HOMO-LUMO gap (alpha / beta): 0.1793 / 0.1795 Eh. For the energy, the calculation gives -80282.701 eV. As for the spin multiplicity: 4.

---

Molecular formula: C48H48FN3O5S2Sb2Sn
Method: DFT, wB97M-V/def2-TZVPD

Last column: Mulliken charge in e.
Element x y z (Å)
Sn 0.056 -1.292 2.130  0.7548
C -2.303 4.122 -0.899  -1.1993
C -1.397 5.103 -0.157  -0.4992
C 0.077 4.715 -0.311  -1.6433
Sb 0.542 2.752 0.411  1.0185
C 2.077 2.343 -0.945  0.9406
C 3.141 3.238 -0.913  -0.6806
C 4.197 3.036 -1.793  -0.8175
C 4.166 1.967 -2.687  -0.7969
C 3.085 1.092 -2.709  -0.6018
C 2.023 1.269 -1.829  -0.3763
C 0.958 3.173 2.426  1.8064
C 0.760 4.509 2.787  -0.9134
C 1.047 4.909 4.084  -0.9344
C 1.522 3.984 5.009  -0.8327
C 1.695 2.653 4.646  -0.9028
C 1.406 2.231 3.353  -0.4746
Sb -2.160 2.154 -0.091  1.3817
C -2.894 1.081 -1.733  0.7834
C -2.154 0.083 -2.361  -0.4533
C -2.724 -0.566 -3.454  -0.6397
C -4.002 -0.224 -3.886  -0.7927
C -4.727 0.771 -3.236  -0.7640
C -4.174 1.441 -2.150  -0.7801
C -3.316 2.342 1.639  1.2970
C -4.378 3.242 1.591  -0.6065
C -5.166 3.405 2.726  -0.7529
C -4.869 2.700 3.888  -0.6537
C -3.789 1.822 3.925  -0.7539
C -3.008 1.632 2.796  -0.1712
H -2.024 4.032 -1.949  0.5380
H -3.349 4.421 -0.863  0.5918
H -1.676 5.160 0.898  0.1747
H -1.546 6.105 -0.565  0.5581
H 0.746 5.416 0.191  0.7129
H 0.369 4.682 -1.361  0.7097
H 3.173 4.070 -0.213  0.4315
H 5.039 3.717 -1.781  0.4725
H 4.993 1.819 -3.374  0.4887
H 3.061 0.262 -3.409  0.5498
H 1.204 0.556 -1.830  0.3151
H 0.394 5.241 2.080  0.2211
H 0.904 5.945 4.368  0.4643
H 1.751 4.303 6.022  0.4358
H 2.058 1.928 5.369  0.5267
H 1.558 1.202 3.083  0.4794
H -1.176 -0.230 -2.014  0.4763
H -2.158 -1.344 -3.957  0.5387
H -4.441 -0.737 -4.737  0.4276
H -5.721 1.038 -3.579  0.4555
H -4.744 2.223 -1.651  0.2997
H -4.616 3.805 0.695  0.2392
H -6.006 4.090 2.700  0.4435
H -5.481 2.839 4.772  0.4082
H -3.556 1.276 4.833  0.4795
H -2.186 0.938 2.825  0.1021
C 5.332 -4.041 -1.788  -1.9685
C 5.745 -2.865 -0.932  0.4801
C 6.867 -2.046 -1.535  -1.0068
C 7.374 -1.042 -0.510  -1.2268
C 6.235 -0.309 0.172  0.9447
C 6.485 0.841 0.875  -0.5523
C 5.439 1.561 1.445  -0.3289
F 5.736 2.687 2.109  -0.3853
C 4.143 1.182 1.316  -0.8054
C 3.841 0.011 0.604  1.1340
C 2.475 -0.411 0.391  -0.4044
O 1.454 0.217 0.915  0.6318
C 2.271 -1.506 -0.447  0.7882
C 3.341 -2.248 -0.888  -0.6916
N 4.607 -1.929 -0.624  0.2547
C 4.894 -0.747 0.059  -0.8130
C 0.846 -1.875 -0.774  -0.0367
O 0.379 -1.548 -1.869  -0.7580
O 0.228 -2.451 0.205  -0.8393
H 6.211 -4.671 -1.921  0.4247
H 4.994 -3.726 -2.782  0.3763
H 4.562 -4.657 -1.323  0.5432
H 6.082 -3.232 0.038  0.2691
H 6.495 -1.539 -2.430  0.3008
H 7.669 -2.713 -1.844  0.4158
H 8.032 -0.310 -0.979  0.4778
H 7.974 -1.559 0.245  0.4379
H 7.500 1.218 0.968  0.5475
H 3.363 1.784 1.750  0.9612
H 3.181 -3.140 -1.478  0.7889
C 1.014 -2.164 7.264  -0.7400
O 1.623 -2.332 5.953  -0.2355
C 1.219 -1.627 4.915  0.3747
S -0.036 -0.506 4.962  -0.3212
S 2.138 -1.990 3.486  -0.3704
H 1.620 -2.765 7.929  0.2617
H -0.007 -2.524 7.243  0.3397
H 1.030 -1.119 7.559  0.3471
N -2.514 -0.498 0.761  -0.4820
C -3.057 -1.311 0.131  -0.0845
N -3.649 -2.267 -0.555  0.3268
C -5.124 -2.380 -0.617  -0.5483
C -5.547 -3.577 0.203  -0.5853
O -4.866 -4.745 -0.238  -0.3964
C -3.454 -4.644 -0.088  -0.6720
C -2.910 -3.503 -0.913  0.1980
H -5.398 -2.524 -1.661  0.2974
H -5.574 -1.459 -0.255  0.3932
H -6.613 -3.758 0.088  0.3830
H -5.333 -3.389 1.261  0.3098
H -3.027 -5.583 -0.426  0.4012
H -3.197 -4.498 0.965  0.3388
H -3.082 -3.695 -1.971  0.2555
H -1.847 -3.340 -0.747  -0.2328

The HOMO energy comes out at -12.4 eV. The lowest unoccupied orbital energy comes out at -6.0 eV. Its net charge is +2. As for the HOMO-LUMO gap: 0.2367 Eh. For the energy, the calculation gives -108543.354 eV. Its energy above the lowest of the compared OMol25 structures with the same formula, charge and spin is 0.000 eV.

---

Question: What is the formula in the first record?
Answer: C28H30BrF9N2O8S